Here is C7H5ClN2O5 in the gas phase in a non-equilibrium geometry from the Open Molecules 2025 dataset. Energies are from ωB97M-V with the def2-TZVPD basis set.

Structure (ORCA input):
```
! RIJCOSX wB97M-V def2-TZVPD def2/J DEFGRID3
* xyz 0 1
O 1.144 3.044 0.681
C 1.378 2.081 0.037
Cl 2.974 1.583 -0.573
C 0.430 1.122 -0.527
C -0.915 1.403 -0.494
C -2.009 0.618 -0.445
C -1.994 -0.567 0.248
C -0.850 -1.101 0.859
C 0.417 -1.045 0.282
N 0.476 -1.576 -1.034
O -0.602 -1.740 -1.557
O 1.574 -1.808 -1.471
N 1.542 -1.148 1.128
O 2.045 -2.245 1.165
O 1.804 -0.166 1.788
H 0.811 0.636 -1.403
H -1.206 2.375 -0.284
H -2.937 0.920 -0.650
H -3.011 -0.889 0.373
H -1.069 -1.498 1.878
*
```

Results
**Energy above the lowest of the compared OMol25 structures with the same formula, charge and spin**: 181.9 kJ/mol
**SMILES**: O=C(Cl)/C=C/C=C\C=C([N+](=O)[O-])[N+](=O)[O-]
**HOMO-LUMO gap**: 8.0 eV
**E_LUMO**: -0.07176 Ha